Here is a cluster of 2 separate species, C3H9S2 in total from the Open Molecules 2025 dataset. Energies are from ωB97M-V with the def2-TZVPD basis set.

Summary:
Energy above the lowest of the compared OMol25 structures with the same formula, charge and spin: 24.4 kcal/mol
Largest force on an atom: 0.0305 Eh/bohr
Total charge: -1
Molar mass: 109.24 g mol⁻¹
E_LUMO: 3.3 eV
Highest occupied orbital energy: -2.3 eV
Spin multiplicity: 1

Each line ends with the Löwdin charge.
CARTESIAN COORDINATES (ANGSTROEM)
C -1.904 -1.180 -1.373  -0.7947
S -1.462 -1.733 0.283  0.0960
H -2.492 -0.244 -1.376  -0.0203
H -1.142 -0.833 -2.099  -0.0153
H -2.482 -1.918 -1.943  -0.0268
C 1.147 -0.248 1.707  -0.5105
S 1.303 1.535 1.566  0.6797
C 0.973 1.663 -0.205  -0.4542
H 1.958 -0.639 2.313  0.0114
H 1.281 -0.745 0.750  0.0018
H 0.199 -0.571 2.115  -0.0323
H 1.698 1.119 -0.820  0.0324
H 0.062 1.093 -0.400  0.0132
H 0.861 2.700 -0.519  0.0196

Here is a structure of composition C3HBeFO2 from the Open Molecules 2025 dataset. Energies are from ωB97M-V with the def2-TZVPD basis set.

Summary:
Energy above the lowest of the compared OMol25 structures with the same formula, charge and spin: 194.4 kcal/mol
Largest force on an atom: 0.2963 Eh/bohr
Molar mass: 97.05 g mol⁻¹
E_LUMO (alpha / beta): -3.3 / -3.3 eV
Highest occupied orbital energy (alpha / beta): -7.0 / -7.0 eV
Spin multiplicity: 1

Each line ends with the Löwdin charge.
CARTESIAN COORDINATES (ANGSTROEM)
F 1.365 -0.699 0.289  -0.1275
O 0.032 1.075 -0.368  0.0320
O -1.269 0.412 1.332  0.1433
C 0.428 -0.204 -0.784  -0.4450
C -0.118 -0.943 -1.703  0.0149
C -0.492 1.270 0.851  -0.3270
H 0.318 -1.952 -1.757  -0.0077
Be -0.263 1.040 2.139  0.7169